C32H80CaN3O12 | ωB97M-V/def2-TZVPD

Properties
- F_max: 0.05000 Eh/bohr
- HOMO-LUMO gap: 8.76 eV
- E_HOMO: -11.195 eV
- Net charge: +1

The geometry in XYZ format:
```
128
C32H80CaN3O12 ωB97M-V/def2-TZVPD
Ca 5.770 -0.878 30.578
C 4.987 2.969 28.996
C 5.250 1.682 29.741
O 6.420 1.360 30.086
O 4.305 0.858 29.955
H 4.590 3.787 29.594
H 4.189 2.791 28.268
H 5.801 3.287 28.345
C 8.569 -0.561 28.426
O 7.683 -1.392 29.148
C 8.141 -2.733 29.091
C 7.333 -3.767 29.877
N 6.526 -3.189 30.966
C 7.287 -3.077 32.229
C 8.418 -2.085 32.298
O 7.989 -0.751 32.052
C 8.966 0.249 32.083
H 9.620 -0.653 28.721
H 8.303 0.481 28.593
H 8.541 -0.778 27.354
H 9.165 -2.781 29.487
H 8.219 -3.059 28.050
H 7.912 -4.649 30.154
H 6.573 -4.047 29.137
H 5.820 -3.900 31.131
H 7.734 -4.061 32.421
H 6.563 -2.912 33.033
H 9.194 -2.213 31.531
H 8.951 -2.298 33.233
H 9.828 0.009 31.451
H 9.285 0.535 33.092
H 8.528 1.163 31.675
C 3.988 4.282 38.243
O 3.004 4.136 37.259
C 2.763 5.293 36.501
C 3.923 5.969 35.769
N 4.700 5.031 34.914
C 5.593 5.783 34.042
C 6.172 4.968 32.902
O 7.376 5.541 32.441
C 7.996 4.812 31.414
H 5.023 4.328 37.873
H 3.935 3.405 38.886
H 3.882 5.175 38.871
H 2.274 6.041 37.141
H 2.031 5.016 35.739
H 4.601 6.472 36.471
H 3.467 6.767 35.180
H 5.256 4.600 35.654
H 6.326 6.443 34.526
H 4.916 6.535 33.610
H 5.468 4.898 32.064
H 6.299 3.922 33.221
H 9.079 4.831 31.559
H 7.736 5.247 30.447
H 7.787 3.734 31.393
C 6.002 0.434 33.764
O 5.115 -0.047 32.784
C 4.020 -0.815 33.246
C 3.096 -1.145 32.129
N 3.788 -1.972 31.140
C 2.989 -2.319 29.952
C 3.813 -2.751 28.766
O 4.864 -1.822 28.430
C 4.408 -0.907 27.422
H 6.612 -0.378 34.165
H 5.450 0.922 34.575
H 6.671 1.217 33.413
H 3.485 -0.220 33.994
H 4.361 -1.749 33.721
H 2.785 -0.252 31.577
H 2.172 -1.656 32.424
H 3.916 -2.845 31.654
H 2.353 -1.492 29.616
H 2.222 -3.045 30.250
H 3.190 -2.877 27.882
H 4.321 -3.688 29.018
H 5.208 -0.196 27.215
H 3.588 -0.326 27.842
H 4.188 -1.401 26.476
C -0.013 3.859 31.825
C 1.430 3.595 32.160
C 2.374 4.623 31.561
O 1.509 3.610 33.597
H -0.164 3.909 30.740
H -0.504 4.736 32.252
H -0.719 3.062 32.085
H 1.674 2.580 31.829
H 2.394 5.578 32.086
H 2.153 4.780 30.504
H 3.398 4.240 31.642
H 2.447 3.717 33.820
C -0.021 5.189 28.032
C 0.185 4.097 27.032
C 1.658 3.972 26.649
O -0.300 2.882 27.555
H -1.063 5.342 28.322
H 0.322 6.187 27.757
H 0.546 4.914 28.934
H -0.398 4.486 26.178
H 1.733 3.080 26.011
H 2.270 3.730 27.521
H 2.091 4.786 26.072
H -0.149 2.204 26.888
C 8.962 3.770 28.146
C 10.117 2.904 27.749
C 11.216 3.696 27.030
O 10.645 2.229 28.890
H 8.239 3.267 28.798
H 8.604 4.478 27.401
H 9.378 4.495 28.873
H 9.782 2.158 27.015
H 11.686 4.367 27.748
H 10.896 4.166 26.105
H 11.935 2.924 26.739
H 10.077 2.454 29.633
C 4.942 8.895 27.992
C 4.851 7.471 27.442
C 3.922 6.623 28.336
O 4.247 7.489 26.142
H 3.960 9.293 28.262
H 5.332 9.587 27.243
H 5.545 8.909 28.900
H 5.820 6.997 27.289
H 3.540 5.795 27.741
H 3.078 7.213 28.699
H 4.376 6.175 29.226
H 3.479 8.070 26.197
```

---

C4H8NO | ωB97M-V/def2-TZVPD

Properties
- F_max: 0.04701 Eh/bohr
- HOMO-LUMO gap: 9.71 eV
- ΔE to the lowest compared entry with this formula, charge and spin: 180.1 kJ/mol
- E_HOMO: -14.080 eV
- Net charge: +1

The geometry in XYZ format:
```
14
C4H8NO ωB97M-V/def2-TZVPD
C -2.236 0.199 0.119
C -1.104 1.128 0.371
C -1.217 -0.600 -0.692
C 3.464 -0.859 -0.398
N -0.216 0.385 -0.128
O 2.499 -0.483 0.251
H -3.150 0.519 -0.293
H -0.909 2.028 0.981
H -1.021 -1.633 -0.251
H -1.356 -0.536 -1.778
H 4.108 -1.560 0.076
H 3.583 -0.485 -1.447
H 0.744 0.616 -0.152
H -2.487 -0.240 1.107
```

---

C4H9NO | ωB97M-V/def2-TZVPD

Properties
- F_max: 0.04251 Eh/bohr
- SMILES string: C=C(NC)OC
- HOMO-LUMO gap: 8.13 eV
- ΔE to the lowest compared entry with this formula, charge and spin: 364.0 kJ/mol
- E_HOMO: -7.122 eV
- Net charge: 0

The geometry in XYZ format:
```
15
C4H9NO ωB97M-V/def2-TZVPD
C -1.563 -0.238 -0.005
C -0.235 -0.051 0.212
N 0.512 -0.752 1.115
C 1.931 -0.638 1.347
O 0.336 0.893 -0.555
C -0.644 1.079 -1.855
H -2.145 0.675 0.060
H -2.048 -1.158 0.241
H -0.036 -1.251 1.802
H 2.334 -1.593 1.702
H 2.411 -0.372 0.405
H 2.177 0.134 2.090
H -0.444 0.207 -2.482
H -1.750 1.247 -1.903
H -0.153 1.985 -2.154
```